1.
Here is a cluster of 5 separate species, C41H82ClF3N4O6PS in total from the Open Molecules 2025 dataset. Energies are from the ωB97M-V functional and the def2-TZVPD basis.

```
139
Properties=species:S:1:pos:R:3:forces:R:3
C 3.520184 3.616563 1.897325 -0.50 -0.71 -0.59
C 3.077994 3.164273 0.408541 0.35 -0.07 1.46
O 4.259367 3.178425 -0.424494 -0.59 -0.13 1.37
C 2.469460 1.665652 0.580708 0.11 1.71 0.43
O 2.788558 0.925228 -0.661123 -1.57 0.37 0.74
N 3.245456 -0.320550 -0.378345 0.18 -0.88 0.84
C 2.437304 -1.385019 -0.171280 -0.53 0.48 0.84
N 0.997034 -1.258759 -0.231969 3.63 -0.59 -0.87
C 0.495875 -2.389769 -1.070244 -0.38 -2.24 0.26
C -1.069814 -2.422748 -1.353072 -0.73 0.46 -0.43
C -1.867938 -1.080537 -1.058910 0.11 -0.25 -1.73
O -1.948236 -0.726013 0.338003 -0.77 0.61 -1.23
C -3.008151 0.244511 0.522946 -0.29 0.16 0.22
C -2.510760 1.591412 1.237329 -1.33 0.64 -0.72
F -1.129289 1.819149 1.108617 -2.72 -0.46 0.85
F -3.155734 2.679816 0.572553 1.52 -2.03 1.54
F -2.981544 1.620350 2.556530 1.80 0.22 -2.44
C 0.857538 -3.745401 -0.277540 -0.25 -0.05 0.58
C 0.189782 -3.842093 1.173541 0.09 0.53 2.05
C 0.799158 -3.088529 2.360572 -4.22 -2.96 0.89
C 0.021778 -3.373172 3.643462 -0.04 -0.64 -2.93
C -1.198225 -4.259548 3.601512 0.27 0.34 0.56
N -1.799546 -4.969826 2.538949 5.03 3.56 -0.32
C -1.022693 -4.711402 1.387722 0.50 0.26 -0.51
C 2.443146 -3.854990 -0.287093 0.20 -2.03 0.28
C 2.958096 -5.106465 0.613378 -1.01 0.49 -0.41
S 4.812132 -5.224300 0.560737 3.68 -3.39 -5.18
O 5.307505 -4.552608 -0.709466 -1.93 -0.23 3.70
O 5.303287 -6.657047 0.500376 -2.18 3.43 1.62
N 3.164035 -2.628032 0.166131 -2.96 1.84 -1.04
P 5.052158 -0.513899 -0.286631 2.18 -1.28 -2.01
O 5.607124 0.264581 -1.722349 -1.90 -0.66 2.16
Cl 5.831990 0.528398 1.369663 -0.80 0.41 -1.03
H 4.193425 4.533610 1.869126 -1.21 -1.01 0.05
H 4.122807 2.751020 2.331512 -0.67 1.16 -0.46
H 2.586869 3.741865 2.536562 1.35 0.15 -0.66
H 2.258978 3.852822 -0.003458 1.41 -0.98 0.33
H 5.014334 3.222670 0.209755 -0.69 -0.06 -0.92
H 1.341172 1.781767 0.739394 1.50 -0.58 -0.35
H 2.955135 1.160028 1.481753 -0.64 0.49 -1.38
H 0.692240 -0.332235 -0.557852 0.32 -0.36 0.16
H 1.154729 -2.410454 -2.017210 -1.54 0.03 0.99
H -1.203138 -2.640539 -2.476985 0.20 0.47 1.66
H -1.632959 -3.274564 -0.826282 1.25 1.24 -0.48
H -2.917756 -1.211724 -1.519572 1.49 0.10 0.85
H -1.376123 -0.249462 -1.689944 -0.63 -0.82 1.04
H -3.479025 0.581881 -0.471017 0.78 -0.55 1.49
H -3.812243 -0.247400 1.174586 1.09 0.97 -0.83
H 0.439619 -4.609258 -0.887613 0.62 1.05 0.61
H 1.701200 -2.408945 2.349823 -1.39 -0.97 -0.03
H 0.360413 -2.915282 4.627653 -0.70 -0.76 -1.47
H -1.743904 -4.390359 4.604318 0.95 0.22 -1.65
H -1.390947 -5.269101 0.451050 0.61 0.90 1.50
H 2.761772 -4.115805 -1.360062 -0.28 0.70 1.56
H 2.552780 -6.059698 0.114263 0.97 1.26 0.83
H 2.558633 -5.068103 1.679500 0.68 0.00 -1.29
H 5.397638 -4.643454 1.698552 -0.94 -0.14 -0.65
H 3.418635 -2.647530 1.160361 -0.10 0.23 -0.58
H 5.014589 0.012186 -2.474381 0.59 0.34 0.69
C 0.195082 -3.879828 -5.392996 0.04 -0.23 0.02
C 1.550323 -3.190198 -5.383928 -0.05 0.11 0.00
C 1.475160 -1.703089 -5.732632 0.16 0.05 0.02
C 0.951726 -1.383029 -7.135516 -0.14 -0.06 -0.02
C 1.734449 -2.019020 -8.285267 -0.03 0.15 -0.02
C 3.181618 -1.552109 -8.362196 0.07 -0.12 -0.06
H -0.262668 -3.864308 -6.384262 -0.01 0.02 0.09
H 0.301065 -4.926886 -5.095846 -0.09 0.06 -0.04
H -0.489665 -3.397269 -4.688024 -0.05 0.00 -0.09
H 2.231126 -3.709563 -6.065512 -0.01 0.07 0.06
H 1.983138 -3.290717 -4.381839 0.10 -0.02 -0.02
H 2.470398 -1.263123 -5.605960 -0.03 0.00 -0.04
H 0.829920 -1.199637 -5.000995 -0.01 -0.02 -0.01
H 0.953452 -0.294802 -7.263317 0.01 -0.06 -0.01
H -0.096366 -1.691343 -7.211662 0.04 0.03 0.03
H 1.236601 -1.758362 -9.225119 -0.01 -0.08 0.09
H 1.703268 -3.110347 -8.213377 -0.04 0.02 0.01
H 3.236868 -0.465969 -8.473616 0.02 -0.05 0.04
H 3.677863 -2.004365 -9.223996 0.03 0.07 0.08
H 3.745724 -1.837005 -7.470392 0.01 0.04 -0.05
C -10.257598 -1.252249 1.817869 -0.12 0.03 -0.10
C -9.383722 -2.336417 1.201204 0.00 0.00 0.10
C -8.000850 -2.439710 1.845425 0.07 -0.13 -0.06
C -7.121880 -1.192531 1.716199 -0.12 0.10 0.05
C -6.856616 -0.725803 0.284106 0.14 0.00 0.14
C -6.099383 -1.747369 -0.553742 -0.07 0.07 -0.19
H -9.827216 -0.257304 1.680203 -0.03 -0.03 0.05
H -11.245343 -1.251491 1.349446 0.06 0.05 0.08
H -10.394906 -1.423709 2.889420 0.03 0.05 -0.06
H -9.292887 -2.164218 0.123419 0.03 -0.04 0.04
H -9.892230 -3.298476 1.316442 0.07 0.02 -0.06
H -7.477630 -3.300598 1.415388 0.01 0.04 0.04
H -8.122672 -2.665904 2.911085 0.00 0.02 -0.07
H -6.162695 -1.394963 2.208056 -0.01 0.01 -0.01
H -7.576276 -0.367891 2.275109 0.03 -0.05 -0.02
H -6.263243 0.195298 0.326928 -0.12 0.04 -0.01
H -7.794222 -0.464044 -0.214214 0.03 0.01 0.04
H -5.138005 -1.995995 -0.092926 -0.03 -0.09 0.03
H -5.901553 -1.343539 -1.550712 0.01 -0.08 0.01
H -6.670599 -2.669910 -0.679399 0.10 0.03 0.02
C 10.497620 2.246088 6.890671 0.13 0.08 0.03
C 9.552893 3.070879 6.026766 -0.05 -0.05 0.06
C 8.500905 2.228563 5.304589 -0.10 0.07 -0.07
C 9.050946 1.203821 4.308060 0.13 -0.02 0.12
C 9.927177 1.779962 3.194725 -0.12 -0.17 -0.05
C 9.188024 2.753506 2.287476 0.15 0.15 -0.03
H 11.085292 1.544924 6.293365 -0.03 0.01 0.06
H 11.198952 2.900877 7.414483 -0.03 -0.11 -0.01
H 9.943155 1.678096 7.643445 0.05 0.00 -0.07
H 10.133361 3.658313 5.307743 -0.07 -0.03 0.01
H 9.038076 3.792759 6.668291 0.01 0.01 -0.09
H 7.806738 2.901737 4.789426 0.01 -0.03 0.00
H 7.901016 1.694852 6.051469 0.04 0.04 -0.02
H 8.203565 0.674244 3.855699 0.02 0.00 -0.02
H 9.624846 0.443524 4.847999 -0.05 0.03 -0.01
H 10.296265 0.949410 2.583178 0.04 0.05 0.08
H 10.810875 2.267947 3.615513 -0.04 -0.04 0.02
H 8.320535 2.274399 1.824262 0.00 0.03 0.02
H 9.848491 3.098891 1.488435 -0.12 0.02 0.01
H 8.844873 3.634518 2.835562 -0.02 -0.04 -0.05
C -7.029814 6.480807 -2.725676 -0.13 -0.04 -0.11
C -7.606289 6.586100 -1.320028 0.08 0.06 0.00
C -6.538419 6.591832 -0.225672 -0.07 0.02 0.13
C -5.681408 5.325803 -0.137740 0.05 0.00 -0.14
C -6.457282 4.025226 0.074872 0.13 0.01 0.08
C -7.228243 3.988855 1.387297 -0.13 -0.11 -0.04
H -6.493853 5.540211 -2.874667 0.01 0.06 -0.01
H -7.832118 6.523860 -3.467223 0.11 0.00 0.00
H -6.341307 7.306383 -2.928400 -0.01 -0.08 0.01
H -8.319844 5.771901 -1.155234 0.04 0.04 0.04
H -8.179603 7.515566 -1.249546 -0.01 -0.07 0.05
H -7.026365 6.769122 0.738536 0.05 -0.02 -0.03
H -5.872357 7.447900 -0.385492 -0.05 -0.04 0.00
H -4.965721 5.450923 0.682879 -0.03 -0.04 -0.02
H -5.079276 5.230348 -1.047783 -0.02 0.03 0.03
H -5.742959 3.194133 0.070506 -0.04 0.04 -0.07
H -7.142421 3.846243 -0.759324 0.03 0.04 -0.01
H -6.557048 4.127079 2.239281 -0.05 0.04 -0.03
H -7.726951 3.023126 1.504809 -0.01 0.07 0.07
H -7.997790 4.763479 1.424682 0.05 -0.04 0.04
```
Positions in Å, forces in eV/Å.

Calculated values
- Highest occupied orbital energy: -0.44381 hartree
- Strongest force on any atom: 7.20 eV/Å
- Gap between HOMO and LUMO: 8.01 eV
- Total charge: +1

Here are the Mulliken charges for atoms 1 to 2, given in e: -1.23, 0.24

***

2.
Here is the molecule C6H13NS from the Open Molecules 2025 dataset. Energies are from the ωB97M-V functional and the def2-TZVPD basis.

```
21
Properties=species:S:1:pos:R:3:forces:R:3
C -0.416489 -1.847091 -0.234297 -1.94 -0.08 0.24
C -0.643852 -0.405170 -0.528895 -0.46 1.26 0.06
S -2.309146 -0.073208 0.267090 0.63 0.08 -0.15
C 0.401115 0.617098 -0.090519 0.00 -0.03 0.69
C 0.173832 2.023898 -0.610324 -1.77 -0.82 -2.06
C 1.023724 0.467445 1.267192 0.03 0.68 -0.98
N 1.845942 0.347907 0.067890 -1.01 0.85 0.50
C 2.481801 -0.868486 -0.229078 1.13 -1.20 -1.57
H -1.320324 -2.350210 -0.622551 0.32 -0.19 0.66
H 0.361334 -2.228920 -0.787909 1.85 -0.86 -1.19
H -0.234291 -2.035751 0.820849 -0.27 -0.15 0.03
H -0.832179 -0.236495 -1.593086 0.13 -0.27 0.01
H -2.409755 1.176266 -0.177741 -0.18 0.23 0.01
H 1.016372 2.606782 -0.404666 1.31 0.91 0.22
H 0.004352 1.987318 -1.742535 0.53 0.02 1.29
H -0.715886 2.563434 -0.263138 0.13 -0.41 0.42
H 1.219733 1.393189 1.765339 -0.05 0.24 0.72
H 0.760001 -0.387485 1.873372 0.15 -0.19 -0.02
H 3.517663 -0.898822 0.140410 -0.26 0.34 -0.07
H 2.015233 -1.757338 0.129314 -0.42 -0.69 0.67
H 2.521703 -1.022161 -1.330801 0.16 0.28 0.51
```
Positions in Å, forces in eV/Å.

Calculated values
- Highest occupied orbital energy: -0.32153 hartree
- Relative energy (zero: lowest compared OMol25 entry of this formula, charge and spin): 173.92 kJ/mol
- Strongest force on any atom: 2.84 eV/Å
- Gap between HOMO and LUMO: 9.61 eV
- Total charge: 0
- SMILES: C[C@@H](S)[C@@]1(C)CN1C

Here are the Mulliken charges for atoms 1 to 2, given in e: -1.83, 0.09